No. 1
Computed, not measured: 2 unconnected molecules or ions with the total composition C9H9N2O2, with ωB97M-V with the def2-TZVPD basis set.

XYZ file:
```
22
Properties=species:S:1:pos:R:3
C -1.70117 2.44425 -0.31380
C -0.92342 2.28085 0.82817
C -1.93601 1.39768 -1.11850
C -0.41365 1.02896 1.16839
C -1.35850 0.13916 -0.86850
C -0.54228 -0.08398 0.23881
C 0.81342 -3.60092 0.19395
C 0.12819 -2.41847 -0.27434
C 0.20416 -1.31230 0.47949
N 2.00480 0.01709 -0.93169
N 2.51747 0.78233 -0.11802
O 2.36190 0.96821 1.08568
O 3.37877 1.45132 -0.82049
H -2.27198 3.35337 -0.56195
H -0.76882 3.10738 1.66307
H -2.52248 1.60916 -2.03523
H 0.25213 0.93714 2.12350
H -1.71529 -0.57794 -1.63254
H 0.66397 -4.45537 -0.39228
H 1.57658 -3.53458 0.96847
H -0.48399 -2.45423 -1.13584
H 0.73618 -1.07912 1.45366
```

Calculated values
total charge: -1
ΔE to the lowest compared entry with this formula, charge and spin: 4.981 eV
DFT total energy: -16547.84510 eV
HOMO level (spin up / spin down): -0.13778 / -0.13972 Ha

Atom charges from the Mulliken analysis, given in e for atoms 1 to 6:
1. C -0.37
2. C -0.26
3. C -0.47
4. C -0.45
5. C -0.35
6. C 0.87

---

No. 2
Computed, not measured: a gas-phase ion, C9H9N2O2S (charge -1), with ωB97M-V with the def2-TZVPD basis set.

XYZ file:
```
23
Properties=species:S:1:pos:R:3
C -0.41079 -2.46089 -0.68661
C 0.55220 -1.44535 -0.76246
C -0.99170 -2.37672 0.59250
C 0.58442 -0.74802 0.46711
C 1.40795 1.26240 -1.54061
C 2.55056 1.12622 -0.74046
C -0.77116 1.09348 -0.48044
C 1.63865 -0.05482 1.08626
C -3.28156 1.06126 0.68810
N 0.23522 1.43484 -1.09839
N 2.48830 0.77538 0.58901
O 3.46758 1.28194 1.26990
O -0.33325 -1.36080 1.22246
S -1.90794 2.21224 0.26807
H -0.82558 -3.14108 -1.34044
H 1.09501 -1.17939 -1.57274
H -1.59237 -2.96431 1.24713
H 1.52782 1.41196 -2.57400
H 3.54690 1.58513 -1.01930
H 1.76335 -0.15689 2.23476
H -2.94954 0.06267 0.50767
H -4.09998 1.15189 -0.01489
H -3.69408 1.42885 1.65736
```

Calculated values
total charge: -1
ΔE to the lowest compared entry with this formula, charge and spin: 7.066 eV
DFT total energy: -27383.88268 eV
HOMO level (spin up / spin down): -0.08374 / -0.08375 Ha

Atom charges from the Mulliken analysis, given in e for atoms 1 to 6:
1. C -0.61
2. C -0.22
3. C -0.55
4. C 0.03
5. C -0.61
6. C -0.46

---

No. 3
Computed, not measured: a gas-phase ion, C9H9N2OS (charge +1), with ωB97M-V with the def2-TZVPD basis set.

XYZ file:
```
22
Properties=species:S:1:pos:R:3
C -0.40701 -3.22685 -1.04962
C -0.61073 -2.07931 -1.80094
C -0.08916 -3.07624 0.26333
C -0.54534 -0.78050 -1.36585
C 0.05083 -1.78087 0.84102
C -0.23228 -0.63282 -0.00041
C -0.34820 0.61240 0.63736
C -1.00951 2.88891 1.73651
C 1.70687 1.78806 -0.24264
N -0.24226 2.98144 0.61391
N 0.23457 1.81402 0.00555
O -1.40336 3.60385 2.56619
S -1.45983 1.00541 1.86333
H -0.39705 -4.23760 -1.51604
H -0.86890 -2.23712 -2.88983
H 0.05913 -3.90204 1.04032
H -1.00445 -0.03750 -1.91508
H 0.36139 -1.72978 1.87987
H 2.15344 2.27366 0.61311
H 1.98469 2.22406 -1.16111
H 1.94334 0.63276 -0.32594
H 0.12380 3.89604 0.20697
```

Calculated values
total charge: +1
ΔE to the lowest compared entry with this formula, charge and spin: 0.000 eV
DFT total energy: -25333.04832 eV
HOMO level: -0.49211 Ha

Atom charges from the Mulliken analysis, given in e for atoms 1 to 6:
1. C -0.44
2. C -0.37
3. C -0.36
4. C -0.39
5. C -0.49
6. C 0.62

---

- Which value of DFT total energy does entry 1 give?
  -16547.84510 eV

---

- Which value of ΔE to the lowest compared entry with this formula, charge and spin does entry 2 give?
  7.066 eV

---

- Number 1 is which compound?
  C9H9N2O2